Below is a molecular structure, C54H46N8O3PS3SiW in a non-equilibrium geometry, with properties calculated with wB97M-V/def2-TZVPD.

Values from the calculation:
* charge: -1
* electronic energy: -126311.3868 eV
* multiplicity: 1
* HOMO-LUMO gap: 0.195 hartree
* LUMO energy: 1.25 eV
* molecular weight: 1194.1 u

CARTESIAN COORDINATES (ANGSTROEM)
1 W -0.06 0.79 0.73
2 S -1.32 2.83 1.75
3 C -0.48 3.14 3.27
4 C -1.08 4.08 4.11
5 N -1.58 4.87 4.78
6 C 0.73 2.57 3.59
7 S 1.64 1.50 2.52
8 C 1.34 2.85 4.82
9 N 1.85 3.06 5.83
10 C -1.58 3.87 -1.26
11 C -2.10 2.48 -1.49
12 C -3.08 2.27 -2.44
13 C -3.59 0.98 -2.63
14 C -3.10 -0.06 -1.86
15 C -2.11 0.20 -0.90
16 N -1.63 1.47 -0.72
17 N -1.51 -0.66 -0.07
18 Si -2.18 -2.24 0.24
19 C -4.09 -2.13 0.50
20 C -1.46 -3.11 1.76
21 C -1.89 -3.40 -1.26
22 H -1.56 4.42 -2.19
23 H -0.58 3.84 -0.84
24 H -2.22 4.39 -0.55
25 H -3.45 3.09 -3.03
26 H -4.36 0.80 -3.36
27 H -3.46 -1.06 -2.00
28 H -4.51 -1.18 0.17
29 H -4.38 -2.26 1.54
30 H -4.59 -2.91 -0.07
31 H -0.54 -2.66 2.11
32 H -1.24 -4.15 1.54
33 H -2.16 -3.10 2.59
34 H -2.33 -3.03 -2.18
35 H -2.32 -4.38 -1.07
36 H -0.83 -3.54 -1.45
37 O 3.20 -1.32 1.96
38 S 1.89 -1.90 1.93
39 O 1.42 -2.47 3.16
40 O 0.87 -0.94 1.35
41 C 1.88 -3.20 0.70
42 C 2.15 -4.48 1.11
43 C 2.13 -5.52 0.20
44 C 1.80 -5.25 -1.12
45 C 1.55 -3.95 -1.54
46 C 1.60 -2.89 -0.63
47 P 1.50 -1.11 -1.10
48 C 3.32 -0.86 -0.84
49 C 4.26 -1.82 -1.21
50 C 5.61 -1.61 -0.99
51 C 6.04 -0.46 -0.37
52 C 5.12 0.49 0.04
53 C 3.77 0.29 -0.19
54 C 1.36 -1.35 -2.93
55 C 2.36 -1.65 -3.85
56 C 2.04 -1.87 -5.18
57 C 0.73 -1.78 -5.62
58 C -0.27 -1.45 -4.72
59 C 0.05 -1.23 -3.39
60 H 2.38 -4.64 2.16
61 H 2.36 -6.53 0.51
62 H 1.75 -6.05 -1.84
63 H 1.33 -3.77 -2.58
64 H 3.93 -2.75 -1.66
65 H 6.32 -2.37 -1.29
66 H 7.10 -0.31 -0.18
67 H 5.44 1.39 0.55
68 H 3.06 1.03 0.15
69 H 3.39 -1.71 -3.54
70 H 2.82 -2.12 -5.89
71 H 0.49 -1.96 -6.65
72 H -1.29 -1.37 -5.05
73 H -0.73 -0.97 -2.69
74 N -9.16 -2.93 4.90
75 C -8.11 -2.50 4.69
76 C -6.83 -2.00 4.45
77 C -6.63 -0.81 3.72
78 C -5.36 -0.34 3.48
79 C -4.24 -1.03 3.97
80 C -4.44 -2.22 4.71
81 C -5.70 -2.69 4.93
82 N -2.95 -0.60 3.69
83 C -1.82 -0.87 4.43
84 C -0.76 -0.41 3.72
85 N -1.19 0.14 2.55
86 C -2.52 0.02 2.57
87 H -7.49 -0.27 3.35
88 H -5.22 0.58 2.93
89 H -3.58 -2.77 5.06
90 H -5.84 -3.62 5.48
91 H -1.86 -1.33 5.40
92 H 0.28 -0.46 3.98
93 H -3.18 0.42 1.82
94 N 0.96 1.79 -0.48
95 C 1.63 2.72 -1.08
96 C 2.28 3.81 -0.34
97 C 1.71 4.32 0.83
98 C 2.38 5.26 1.59
99 C 3.63 5.70 1.19
100 C 4.21 5.21 0.03
101 C 3.54 4.27 -0.73
102 C 1.87 2.71 -2.54
103 C 2.39 1.60 -3.19
104 C 2.60 1.60 -4.55
105 C 2.28 2.72 -5.30
106 C 1.77 3.84 -4.66
107 C 1.58 3.85 -3.30
108 H 0.73 3.99 1.12
109 H 1.93 5.64 2.49
110 H 4.17 6.43 1.79
111 H 5.19 5.54 -0.28
112 H 3.99 3.87 -1.62
113 H 2.68 0.74 -2.60
114 H 3.01 0.73 -5.03
115 H 2.42 2.72 -6.37
116 H 1.53 4.72 -5.24
117 H 1.20 4.73 -2.81